Density functional theory data (ωB97M-V/def2-TZVPD) for C40H82GaO18 as an isolated structure at a distorted geometry.

```
141
C40H82GaO18 ωB97M-V/def2-TZVPD
C -3.7956 3.3131 -3.2829
H -1.9242 0.8335 -2.4657
H 5.6857 0.0142 5.2156
C -1.2428 0.6421 -3.2970
C -1.0364 -2.5790 -3.1132
H 6.4265 -8.8104 -3.9772
C -0.1394 -0.3039 -2.8669
C -1.1418 -2.4016 -4.6021
H -7.2450 -4.2433 -4.5324
H 5.4512 3.0477 10.4183
H 6.0726 0.6808 2.7705
H -0.5469 -5.6209 0.5841
O 7.3254 -0.9256 3.2418
H 3.8868 3.0962 11.2588
C 4.2028 2.4199 7.1151
O 1.1621 -2.8758 2.9186
H -5.4621 0.9482 2.0224
O -4.2425 -2.3777 -6.7516
H -7.2188 -1.9861 -5.5239
H 4.7908 -2.1170 4.2762
Ga 3.8918 -4.4618 0.8154
C -5.2880 4.1014 3.3010
O 4.7216 2.3681 6.0245
O -2.9187 4.2261 -2.8358
O -1.3350 -3.6291 -2.5921
H 6.7974 -8.9761 -2.2443
H 2.2009 0.4238 3.1184
C 3.5430 -4.9510 -1.1961
C 3.8043 3.6855 9.1842
C -3.5426 10.3930 -3.2534
O 1.3271 -1.5194 4.7443
H -7.2461 9.0818 -3.4894
H -4.1073 5.9507 -2.8393
H 3.3314 -5.7093 1.6575
H -0.8254 1.5934 -3.6341
C -6.2516 9.4651 -3.7270
H -5.9801 8.1367 -5.4015
H -0.8515 -3.3378 -5.0830
O -5.3353 8.7540 -2.8840
H 0.4226 0.1490 -2.0471
H -2.9364 10.9663 -2.5494
C 8.6643 -6.4796 -1.0280
C -5.1357 -2.4947 -5.9420
O -4.6322 2.8122 0.0661
H 7.3619 0.4066 5.5557
C 4.3807 2.8559 10.3137
H 0.8625 -4.1503 -1.6263
H 0.5831 -0.4995 -3.6637
H 2.2501 -6.2498 -2.4572
H -5.8417 3.0839 -3.7817
H -0.4812 -1.6352 -5.0032
C 7.0174 -8.4105 -3.1509
C -3.5916 5.3709 -0.7972
H 5.4141 -4.0907 1.1023
C -4.7064 3.2075 4.3774
H 4.4362 -2.3741 2.5460
O -0.6831 -1.5277 -2.3532
H -6.9498 -3.1869 -6.8122
C 0.8546 -5.1733 -1.1015
C 5.0200 -1.7771 3.2646
C 6.4929 -1.9640 3.0098
C -5.2518 3.4739 -2.9490
C -5.0876 2.8678 1.1857
H -6.3773 4.0339 3.2408
C -6.0354 1.8123 1.6831
C 1.2655 -1.5949 3.4875
H 1.5670 -0.3342 1.5765
H -4.9620 9.5633 -5.4699
H -7.3334 -4.1720 -2.7637
H -2.1757 -2.1695 -4.8630
H -6.2655 10.5299 -3.4807
C -6.5677 -2.2775 -6.3458
H -4.9008 2.1529 4.1748
C 1.3566 -0.2280 2.6869
O -4.8670 -2.9016 -4.6877
O 6.9411 -3.0330 2.6801
C -0.1025 -3.0719 2.2318
C 6.8844 0.4210 3.4549
O -3.4771 8.6258 -1.6884
H 3.9527 4.7447 9.4050
H 9.5183 -6.8991 -0.4904
H 3.9078 0.4983 7.9793
H 2.7270 3.5440 9.0656
H 6.7023 -7.3769 -3.0224
H -5.1299 3.4555 5.3539
H 0.0262 -5.7857 -1.6174
H 4.6833 -0.7491 3.1371
H -6.6943 2.1507 2.4804
H 8.4341 -5.4967 -0.6097
H 2.7201 0.9540 6.7342
C 0.4284 -5.0187 0.4413
H -1.0211 -3.3467 0.2376
H -6.6020 -1.4601 -7.0688
C 0.0331 -3.4835 0.6875
C 3.2995 1.3148 7.5869
H -6.6918 9.7080 -5.8256
C -6.6531 -4.1574 -3.6191
H -2.4241 6.1523 -2.4095
H -5.2291 -2.8595 -2.6903
H -3.8153 6.3507 -0.3676
H 7.8168 -7.1408 -0.8406
C -3.2871 5.4969 -2.2766
H -0.8069 -3.7942 2.7878
H -5.5618 4.5085 -2.8126
H 3.4804 -3.9617 -1.7596
H -4.4365 4.7144 -0.6142
O 8.8703 -9.5459 -4.0822
H -6.4203 -1.9864 -3.6277
H 0.3984 0.3758 2.8505
H 4.2674 1.7867 10.1272
H -5.4765 2.9018 -2.0488
C 6.5163 0.6500 4.9059
H 4.5141 -5.4846 -1.5249
O 9.3479 -7.6451 -3.0518
C 8.9730 -6.3707 -2.5066
H -0.6527 -2.0563 2.2385
C 8.4741 -8.5674 -3.4887
H -2.7376 4.9416 -0.2684
H 2.9975 -3.1593 1.1874
H 6.2366 1.6862 5.0705
O -3.4030 2.3381 -3.8834
H 0.6997 -2.7690 0.0836
O -4.6847 3.8338 2.0280
H -4.2907 11.0805 -3.6431
H -6.6829 1.5128 0.8566
H 7.7270 1.0648 3.1910
H 2.4384 -6.8264 -0.7239
H -3.6215 3.3260 4.4249
H -6.0118 -5.0406 -3.5727
C -4.1203 9.2095 -2.5285
C -5.8138 -2.8958 -3.6118
C 2.2593 -5.8967 -1.3546
H -1.8421 0.2230 -4.1063
O 4.4947 3.4315 7.9547
H 1.1689 -5.4436 1.1895
H -2.9094 10.0390 -4.0684
H -5.0571 5.1426 3.5357
H 9.8339 -5.7133 -2.6461
C -5.9557 9.2085 -5.1908
H 2.5761 1.6262 8.3380
H 8.1520 -5.9273 -3.0756
```

* E_tot: -132037.9739 eV
* HOMO energy: -3.888 eV
* LUMO level: 1.330 eV
* net charge: -1

Atom charges from the Löwdin analysis, given in e for atoms 1 to 8: -0.510, 0.079, 0.068, -0.083, -0.520, 0.091, -0.224, 0.019

Density functional theory data (ωB97M-V/def2-TZVPD) for a 4-piece molecular cluster, C40H84IN3O8S overall at a distorted geometry.

```
137
C40H84IN3O8S ωB97M-V/def2-TZVPD
H -7.6691 0.7193 -3.5129
H -6.4551 1.5159 -7.1702
O 0.9720 -2.4441 1.4680
H -7.7729 6.0171 0.2757
H -3.3637 -0.5408 0.7598
H 13.6045 1.9856 2.8422
O 4.6622 -0.7664 -0.4391
H 5.9804 0.8010 -0.8489
C -2.4577 0.9132 -1.2260
C 4.9970 -1.0167 1.9800
H 9.4669 -0.2340 3.9032
H -1.7848 2.8516 -0.6742
H -8.1804 -1.9380 -5.2848
H 5.2780 -4.4726 2.6237
C 4.6933 -2.4990 1.8896
C 10.3476 1.0821 2.6191
C -7.6972 6.3291 -0.7661
H -7.2372 -2.8267 -0.3208
H 10.2216 0.7637 0.4885
H 5.7571 -3.1702 -4.5331
H -9.4577 2.1063 -5.5652
H 4.4314 0.7530 0.9051
C -4.0520 0.3056 0.6880
O -7.4601 2.2108 -5.4844
C -6.2654 1.8327 -6.1403
H -3.7980 1.0796 1.4143
H -7.8856 -6.2767 2.5791
H 0.0678 1.6027 -1.7527
C -8.5107 3.2728 0.0140
H 0.2494 0.3544 1.0412
H 4.8232 -0.6832 -3.2430
H -5.3262 -1.6687 -0.6292
H -0.1200 -0.5247 -0.4242
C -1.5461 1.8195 -0.3932
H -2.0864 -0.1134 -1.2012
H 7.0924 -3.9057 -3.5862
C 4.2101 -0.3180 0.8176
H 0.4730 2.4663 -0.2438
O 3.2941 -2.8134 2.1404
C -7.8458 -0.9652 -5.6434
O 12.3034 1.0170 4.1467
H -9.0378 -4.2920 1.7644
H 4.8829 -2.7957 0.8519
H 4.5460 -2.6827 -2.3777
C 5.4898 -3.4138 2.7865
H -2.4694 1.3051 -2.2461
H 10.8395 -0.7645 3.2745
C 2.6838 -0.5111 0.9165
H 2.4012 1.0377 -0.4905
H -9.2435 0.9054 -3.2846
O 2.6409 -2.8659 -0.2358
H -6.5385 5.9385 -2.5053
H 9.4244 1.6648 2.5341
H -5.6681 4.6731 -0.0358
C 1.9504 0.0576 -0.3070
C 5.1734 0.2193 -1.3062
C -5.6234 -1.6138 0.4205
H -7.7672 -1.3214 0.4392
O 6.3745 -1.6727 -2.2738
H 4.2639 -2.0133 4.5938
H 13.4224 0.2290 2.5777
C 5.6204 -2.8742 -2.3881
H -9.4097 3.6124 -0.5094
C 11.2206 1.7871 3.6653
H 11.5767 2.7570 3.2931
C 6.4719 -0.7677 1.6985
H 7.3833 -2.6531 3.4857
H -6.1949 0.4652 0.4180
H 2.3360 0.0447 1.7837
N -5.4980 5.2912 -0.8252
H -5.6117 2.7047 -6.1573
H -4.4879 0.2566 -1.3896
C 3.9237 -0.9985 4.4512
C 13.4604 1.0181 3.3326
C 6.4212 -3.0859 3.7391
H -7.3251 7.3532 -0.7689
H 6.2603 -3.2704 4.8010
C -7.3488 -5.3285 2.6322
C -5.4919 -0.1852 0.9445
H 6.9311 0.1111 2.1416
H -4.3507 1.8984 -0.7518
S 2.3158 -2.2603 1.0200
H -7.3659 -4.9496 3.6537
C -0.0500 1.6026 -0.6647
C 2.3855 -0.9796 4.4538
H -9.7949 -0.1981 -5.2765
H -8.7064 2.2923 0.4484
C 6.0272 -3.6788 -3.6071
H -7.7189 -4.6759 0.6403
H -8.0415 -2.3285 2.4356
I 4.5398 -0.0024 6.2932
H 2.0960 -0.5809 -1.1749
C 0.4575 0.3129 -0.0309
H 2.0039 -0.1535 5.0484
H 4.3774 0.9039 -1.6258
H -8.2817 3.9596 0.8328
H -7.8475 -0.9898 -6.7351
C 10.9766 1.0241 1.2305
C 5.6615 -0.4955 -2.5648
H 2.0397 -1.8859 4.9539
H -6.3175 -5.5239 2.3344
H 8.2716 -1.6981 1.1636
H -8.6555 1.3411 -6.9330
H -4.9889 -2.2865 1.0022
H -6.8182 -0.8334 -5.3044
H 3.9936 0.6045 3.0581
H -8.7002 6.3341 -1.1975
C -7.0682 -2.1555 0.5227
N 9.9816 -0.2774 3.0273
H 11.7600 0.2686 1.1710
H 6.7505 -2.0855 0.1060
H -8.3608 4.1868 -2.3805
H 5.5439 0.1796 3.6893
H -1.7629 1.7546 0.6756
H 1.9506 -1.0046 3.4619
H 14.3152 0.8236 3.9793
H 5.5059 -4.6392 -3.5962
C -7.3663 4.0695 -1.9292
H 10.5998 1.9906 4.5419
H 5.8367 -3.4711 -1.4960
H -5.6873 -0.1694 2.0191
O -7.4157 3.1334 -0.8702
C -7.9544 -4.3206 1.6454
H -4.8294 4.7831 -1.3974
C 4.6263 -0.2541 3.3035
H -5.7462 1.0358 -5.6021
H -6.7294 3.6066 -2.6880
C -8.6109 1.4729 -5.8435
H -6.4221 -2.9943 2.4233
C -6.7579 5.4286 -1.5623
C -8.7640 0.1313 -5.1128
H 6.3459 0.1746 -3.0933
N -8.5615 0.2564 -3.6666
C 7.2157 -1.5870 0.9472
H 11.4061 1.9877 0.9498
C -7.3427 -2.9206 1.8394
C -3.9032 0.9006 -0.7245
```

* E_tot: -82621.9031 eV
* structure (SMILES): C=C[C@H]1OS(=O)(=O)[C@H](CCCCCCCCCCCCC)[C@H](OCCOCC)[C@@]1(C=C)C[C@H](C)I.COC[C@@H](C)N.COC[C@@H](C)N.COC[C@@H](C)N
* HOMO energy: -8.317 eV
* LUMO level: -0.160 eV
* net charge: 0

Atom charges from the Löwdin analysis, given in e for atoms 1 to 8: 0.066, 0.090, -0.241, 0.064, 0.113, 0.090, -0.125, 0.130